P:
2 unconnected molecules or ions with the total composition C5H14N3O. Source: OMol25; level of theory: ωB97M-V/def2-TZVPD.

```
23
C5H14N3O | OMol25 | ωB97M-V/def2-TZVPD
O -0.3110 0.7915 -0.6392
C -0.8827 1.6318 -1.3143
C -1.2548 1.3797 -2.7572
C -1.2593 2.9847 -0.7556
H -0.9322 0.3716 -3.0674
H -0.7693 2.1218 -3.4131
H -2.3474 1.4554 -2.8886
H -0.7635 3.7860 -1.3289
H -2.3507 3.1331 -0.8152
H -0.9505 3.0646 0.3002
C 0.9804 -1.0679 0.8615
N -0.3532 -1.0347 0.8213
N 1.5966 -1.9824 1.6020
N 1.6884 -0.1790 0.1550
C 0.9026 -2.9869 2.4014
H -0.8974 -1.7129 1.3603
H -0.8313 -0.3319 0.2521
H 2.6196 -1.9793 1.6099
H 2.7108 -0.2014 0.1833
H 1.2077 0.5228 -0.4133
H 1.6591 -3.6091 2.9086
H 0.2762 -3.6394 1.7702
H 0.2620 -2.5179 3.1671
```

Computed properties:
HOMO energy = -0.506 Ha
Kohn-Sham gap = 0.404 hartree
charge = +1


Q:
A gas-phase ion, C5H14N3O (charge +1). Source: OMol25; level of theory: ωB97M-V/def2-TZVPD.

```
23
C5H14N3O | OMol25 | ωB97M-V/def2-TZVPD
C 0.6775 -0.5959 0.3538
C -0.1834 -0.8492 -0.7387
C -0.2817 0.6014 -0.3260
C 0.2800 1.6162 -1.2267
C 2.2287 -0.4612 0.0566
N -1.7732 0.1917 1.5518
N -1.3040 1.0275 0.5682
N -1.4218 -1.6919 -0.4580
O 2.9668 -0.1045 1.1800
H 0.3949 -0.7644 1.3313
H 0.1898 -0.9399 -1.7397
H 0.9934 1.1650 -1.8414
H 0.6558 2.3747 -0.7002
H -0.4151 1.9622 -1.9231
H 2.4442 0.2973 -0.6675
H 2.6261 -1.4205 -0.2938
H -2.7605 0.1176 1.4368
H -1.7498 0.4304 2.5747
H -1.3109 2.0716 0.6907
H -2.1901 -1.9029 -1.1290
H -1.8270 -1.2966 0.3744
H -1.2488 -2.6494 -0.2126
H 3.0090 0.8207 1.1383
```

Computed properties:
SMILES = C[C@@]1(NN)[C@H]([NH3+])[C@H]1CO
HOMO energy = -0.436 Ha
Kohn-Sham gap = 0.316 hartree
charge = +1


Quick look at relative energies in hartree: P 0.0000; Q 0.1641.